Record 1
A molecular structure, C19H18N5O9SSr, computed with ωB97M-V/def2-TZVPD.

The geometry in XYZ format:
```
53
Properties=species:S:1:pos:R:3:forces:R:3
Sr 0.034996 0.901564 -0.617837 0.09 0.25 0.47
S -1.382958 2.680512 1.612051 0.01 -0.22 -0.16
O -2.033481 -2.027673 2.627652 -0.09 -0.01 -0.01
O 1.134875 0.485651 -2.702257 0.30 0.12 0.10
O 1.503914 -0.556256 -4.658631 -0.06 -0.02 -0.07
O -0.203732 -1.749264 -1.956285 -0.07 -0.01 -0.06
O -1.585698 -4.648405 -0.411533 -0.17 0.07 0.01
O -0.560231 -0.740644 1.554650 0.02 -0.04 -0.19
O -3.644856 1.520597 -3.177517 0.01 0.05 -0.02
O -1.730287 1.900059 -2.035380 0.13 -0.12 -0.17
O 0.139751 -3.386182 0.244166 -0.03 0.10 0.01
N 1.210529 3.568533 1.687810 0.13 -0.07 -0.05
N 2.556326 -0.020091 0.131906 -0.41 0.20 0.03
N -0.399826 5.029372 2.289174 0.14 0.02 0.01
N -2.434161 -0.039977 -0.273283 0.17 0.16 -0.03
N 1.578288 2.360204 1.154192 0.13 -0.03 0.10
C -2.816724 -0.758361 0.777899 -0.16 -0.05 0.02
C 5.199229 -0.701399 0.515359 -0.05 -0.01 -0.02
C -4.141484 -1.047098 1.053497 0.08 0.02 -0.05
C 2.705933 1.919928 1.586729 0.13 -0.01 0.03
C -1.142763 -2.751734 -1.720601 -0.16 0.10 0.09
C -1.684204 -1.153588 1.663950 0.10 -0.06 0.17
C -3.338049 0.450985 -1.105381 -0.25 0.21 0.05
C -0.322724 -1.252006 -3.309477 0.03 -0.12 0.00
C -5.100172 -0.540922 0.179016 0.01 0.01 0.00
C 3.312298 0.722609 0.945107 0.13 0.00 0.00
C 4.397676 -1.465436 -0.314179 0.00 -0.01 -0.01
C -2.854226 1.387295 -2.241472 -0.27 -0.18 0.11
C 0.896592 -0.359240 -3.608372 -0.04 -0.12 -0.08
C 3.077281 -1.074147 -0.477144 -0.01 -0.04 -0.08
C -0.764135 -3.575835 -0.519049 0.25 -0.23 -0.08
C -4.700660 0.215356 -0.905003 0.02 -0.13 -0.04
C 4.656690 0.401970 1.152234 -0.03 0.01 0.00
C 3.453761 2.602920 2.698376 -0.06 0.08 -0.02
C -0.075582 3.764569 1.830161 -0.26 0.10 0.02
H -1.235976 -3.435554 -2.573410 0.06 0.00 0.03
H -4.409920 -1.624980 1.925258 0.01 0.00 0.01
H 4.120824 1.921931 3.221963 0.01 -0.03 0.00
H 5.279278 1.018202 1.782555 -0.01 0.01 0.01
H 0.301441 5.730733 2.103889 -0.02 0.00 0.01
H -1.311816 -5.121649 0.386485 0.02 0.00 0.01
H 2.403799 -1.615277 -1.131859 0.01 -0.03 0.00
H -0.346692 -2.099592 -3.998756 0.04 0.02 0.00
H -2.147602 -2.343558 -1.535367 0.00 -0.01 -0.06
H -1.355369 5.294556 2.124483 0.00 -0.01 -0.02
H 6.242588 -0.952006 0.662146 0.00 -0.01 0.00
H 4.775276 -2.331194 -0.839445 0.02 0.00 0.01
H -6.150574 -0.728375 0.362787 -0.01 0.00 0.00
H -1.253992 -0.679777 -3.398340 0.03 0.05 -0.08
H -5.397401 0.639640 -1.613968 0.01 0.00 0.00
H -1.226702 -2.202916 3.133120 0.04 0.02 0.00
H 2.735815 3.019004 3.401499 0.00 -0.01 -0.01
H 4.034817 3.446925 2.316406 0.03 -0.01 0.00
```
Positions in Å, forces in eV/Å.

## Properties
Charge: -1
M (g/mol): 580.066
Orbital gap (eV): 6.833
Multiplicity: 1

=====

Record 2
A molecular structure, C19H18NNiO, computed with ωB97M-V/def2-TZVPD.

The geometry in XYZ format:
```
40
Properties=species:S:1:pos:R:3:forces:R:3
Ni 0.581373 0.156215 2.193967 -0.70 0.42 -1.19
O -0.163843 -0.057554 -1.517590 0.08 0.41 -1.61
N 2.146330 -0.031233 5.317129 0.07 -1.41 1.91
C 0.078168 -2.341468 2.756898 -0.80 0.23 1.03
C -1.436024 1.133723 -4.925889 0.17 -0.32 0.51
C -3.057408 -0.414836 -5.811322 0.13 -0.05 0.25
C -0.183494 0.659067 -2.799571 1.31 -1.16 0.94
C -0.178120 -0.669868 4.421764 0.30 -0.86 0.24
C 2.153816 1.417795 3.641025 -1.08 0.49 -0.68
C 0.348571 -2.069747 4.061007 0.43 -0.32 0.54
C 0.922064 -0.311049 -2.410088 -0.92 0.90 -0.34
C -1.206119 0.293840 -3.823462 -0.11 -0.35 -0.07
C 1.171084 2.041729 2.725405 0.23 0.36 0.23
C 3.014950 0.646134 2.715958 0.79 -0.01 0.11
C -2.349023 0.782265 -5.911210 -0.12 -0.25 0.04
C -1.014099 -0.358032 3.217937 0.15 0.81 -0.21
C -2.827198 -1.259547 -4.721207 -0.01 0.11 -0.12
C 2.668587 0.917199 1.406828 -0.26 -0.01 0.45
C 1.177876 0.169197 4.615751 1.00 0.98 0.18
C -0.859385 -1.384054 2.251166 0.74 0.55 -0.52
C 1.557146 1.799005 1.394002 -0.28 -0.01 0.33
C -1.901882 -0.924492 -3.738930 0.05 0.44 -0.14
H 0.110277 1.708778 -2.738217 -0.34 -0.15 0.12
H -1.728913 -1.595154 -2.900364 0.00 0.22 -0.06
H -1.909112 0.230007 3.331345 -0.14 0.23 -0.10
H -3.783428 -0.695110 -6.572189 0.14 0.08 0.14
H 0.527629 2.825027 3.077951 -0.34 0.16 -0.10
H 0.934690 -1.280519 -2.936733 0.00 0.40 0.50
H -0.865218 2.053824 -5.000043 -0.12 0.02 -0.03
H -0.771039 -0.540902 5.349722 0.66 -0.21 -0.12
H 2.653102 2.104966 4.373486 -0.63 -1.04 -0.15
H 1.225126 2.344993 0.551034 -0.45 0.26 -0.77
H 3.848847 0.031727 3.030833 -0.19 -0.03 0.06
H -3.378357 -2.191718 -4.625461 0.07 0.12 -0.08
H -2.514435 1.439367 -6.758615 0.03 -0.03 0.07
H 0.432754 -3.163621 2.178779 0.30 -0.54 -0.16
H 3.198450 0.634933 0.532154 0.35 -0.50 -0.55
H 1.882738 0.122925 -2.094930 -0.39 -0.38 -0.11
H -1.573494 -1.597393 1.482114 -0.05 0.06 -0.50
H 1.067011 -2.626421 4.659563 -0.06 0.38 -0.02
```
Positions in Å, forces in eV/Å.

## Properties
Charge: -1
M (g/mol): 335.052
Orbital gap (alpha / beta) (eV): 3.482 / 4.583
Expectation value of S²: 2.046
Multiplicity: 3

=====

Record 3
A gas-phase ion, C19H18NO3 (charge +1), computed with ωB97M-V/def2-TZVPD.

The geometry in XYZ format:
```
41
Properties=species:S:1:pos:R:3:forces:R:3
O 3.920247 0.779377 -2.817836 0.13 0.21 0.31
O 0.447267 2.063454 2.447424 -0.04 0.06 -0.01
O -1.357520 -3.939180 2.888100 0.31 0.11 0.12
N -1.061688 1.593857 -0.583938 -0.37 -0.25 -0.56
C 1.355268 1.912194 -0.570968 0.16 0.08 0.07
C 1.529261 0.454582 -2.958117 0.63 0.06 -0.03
C -1.224789 -2.644543 2.589577 0.11 0.47 -0.08
C 2.680714 0.936341 -2.364845 -0.68 -0.10 -0.05
C -2.532394 -4.633647 2.521055 -0.30 -0.17 -0.09
C -1.169641 2.234041 0.707735 0.27 0.55 1.14
C -2.166851 -1.874726 1.897275 -0.16 -0.49 0.06
C -0.403838 1.466294 1.833415 -0.27 0.43 -0.39
C -2.124986 0.481961 -2.400355 0.19 -0.01 -0.06
C -0.037929 -2.030797 3.023756 -0.16 -0.23 0.00
C 0.272080 0.683464 -2.375074 -0.28 0.20 0.46
C 4.147085 0.055014 -4.012453 0.07 -0.19 -0.32
C 0.172011 1.405113 -1.145908 0.54 -0.37 -0.76
C 0.191579 -0.705598 2.771240 -0.16 0.10 -0.18
C -2.163625 1.172353 -1.197185 -0.13 -0.09 -0.25
C 2.562456 1.684547 -1.163474 -0.16 -0.11 -0.14
C -0.738908 0.068003 2.053837 0.02 -0.65 0.28
C -0.910082 0.217710 -2.982918 -0.04 0.20 0.34
C -1.922348 -0.544619 1.633174 0.39 0.29 0.13
H 1.335292 2.489035 0.337402 -0.04 0.05 0.11
H 0.674061 -2.629789 3.567793 0.10 -0.07 0.07
H -3.048318 0.162942 -2.854642 -0.09 -0.01 0.00
H 3.800846 -0.977564 -3.920432 -0.01 0.04 0.03
H 3.660711 0.535826 -4.864902 0.00 0.01 0.05
H 5.224991 0.063813 -4.158862 -0.11 -0.02 -0.01
H -2.219364 2.318699 0.992965 0.05 -0.03 -0.18
H -3.416681 -4.196521 2.992151 0.05 0.00 -0.02
H 1.562208 -0.098564 -3.882603 0.04 -0.06 -0.10
H -3.109986 1.396684 -0.728657 0.07 0.03 0.15
H -2.693884 0.021606 1.135875 -0.09 0.06 -0.07
H -0.848267 -0.332751 -3.908654 0.00 -0.06 -0.11
H 3.469689 2.075301 -0.730765 0.08 0.07 0.09
H -0.743706 3.240537 0.666660 -0.08 -0.16 -0.03
H -2.395930 -5.649843 2.885248 -0.05 0.09 -0.05
H -3.100290 -2.309173 1.576858 -0.07 -0.07 -0.01
H -2.661926 -4.652388 1.435330 0.02 0.02 0.04
H 1.096822 -0.228294 3.113261 0.09 0.02 0.05
```
Positions in Å, forces in eV/Å.

## Properties
Charge: +1
M (g/mol): 308.357
Orbital gap (eV): 7.178
SMILES string: COc1ccc(C(=O)C[n+]2cccc3cc(OC)ccc32)cc1
Multiplicity: 1

=====

Record 4
A single C19H19BrN4O3 molecule, computed with ωB97M-V/def2-TZVPD.

The geometry in XYZ format:
```
46
Properties=species:S:1:pos:R:3:forces:R:3
Br 3.794364 3.626921 -5.623165 -0.11 0.07 0.27
O 2.670902 0.626412 1.537066 -0.32 0.03 -0.05
O -3.280050 -1.335680 0.196735 0.27 0.23 0.19
O -1.390555 -6.621604 1.256290 -0.20 0.89 -0.25
N -1.556124 -1.358562 1.664147 0.18 0.51 0.67
N -1.761681 -4.294022 1.325816 0.63 -1.28 0.13
N -2.042207 -5.323773 -0.621208 0.33 -1.69 0.36
N 0.420530 0.568907 1.587832 -0.33 -0.35 0.32
C 3.104161 3.172033 -2.878608 0.04 0.29 -0.31
C -0.956205 0.943882 1.204412 -0.07 0.19 0.26
C -2.354649 -1.938342 0.735423 -0.78 0.72 -0.46
C 2.147064 5.753607 -2.433150 0.24 -0.65 -0.11
C -2.772706 -3.548130 -2.132191 0.16 0.49 0.29
C 3.116745 4.108696 -3.912026 -0.26 0.12 0.64
C 1.594342 1.026173 1.092733 0.98 -1.02 1.08
C -0.169622 -1.737692 2.011889 -0.04 0.01 0.36
C -2.317538 -4.032997 -0.775509 -0.45 2.77 -0.42
C -1.774132 0.023092 2.141023 0.03 0.25 -0.38
C 0.332459 -0.432405 2.668852 0.13 -0.20 -0.06
C 2.599145 3.514876 -1.620321 0.06 0.66 -0.42
C 2.134603 4.816035 -1.398737 -0.04 0.04 -0.50
C -0.917160 0.036321 3.396566 -0.10 0.05 0.30
C 2.636377 5.398522 -3.691005 0.01 -0.08 0.06
C 2.633696 2.536063 -0.528476 -0.94 -0.67 0.60
C -1.725958 -5.460652 0.628341 0.33 -0.46 1.39
C 1.527194 1.994907 0.020745 0.74 1.30 -1.21
C -2.108969 -3.321591 0.418383 -0.50 -1.13 -1.83
H 2.651104 6.119122 -4.495622 0.00 0.04 -0.03
H -2.905731 -2.467022 -2.164922 0.00 -0.04 0.22
H -1.438898 -7.310348 0.585353 -0.02 -0.12 -0.10
H -0.176215 -2.547637 2.740790 0.21 -0.11 0.08
H 0.434940 -2.031010 1.150542 -0.16 0.08 0.01
H -1.129531 1.994836 1.440449 -0.14 0.09 -0.06
H 1.782984 6.756048 -2.259561 0.00 0.04 -0.02
H 0.552989 2.278156 -0.341180 -0.15 0.16 -0.21
H -2.055556 -3.804559 -2.911751 0.10 -0.19 0.11
H -3.727056 -3.993240 -2.412808 0.00 -0.13 0.15
H -1.262286 -0.656336 4.166864 0.00 -0.05 -0.15
H 3.618194 2.256172 -0.170865 -0.08 -0.27 0.14
H 1.219979 -0.541544 3.298784 -0.01 0.17 -0.60
H 1.763379 5.102685 -0.424634 0.01 -0.08 0.07
H -0.810958 1.026765 3.844787 0.04 -0.05 -0.16
H 3.486569 2.178771 -3.065468 0.00 -0.08 0.07
H -1.588193 -4.188818 2.312849 -0.02 -0.06 -0.17
H -2.816617 0.320210 2.283733 0.19 -0.37 -0.38
H -1.183125 0.766753 0.150803 0.04 -0.10 0.12
```
Positions in Å, forces in eV/Å.

## Properties
Energy above the lowest of the compared OMol25 structures with the same formula, charge and spin (kcal per mole): 13.4
M (g/mol): 431.290
Orbital gap (eV): 8.576
SMILES string: Cc1nc(O)[nH]c1C(=O)N1C[C@@H]2C[C@H]1CN2C(=O)/C=C/c1cccc(Br)c1
Multiplicity: 1